No. 1
C4H12 | the ωB97M-V functional and the def2-TZVPD basis

Bonds (Å) are listed after each position.
Atoms and positions in Å:
1 C 0.1411 -2.3565 -0.3821  C3 1.497, H7 1.240, H11 1.021, H13 1.093
2 C 0.5146 2.9513 -0.1292  C4 1.551, H5 1.159, H8 1.177, H14 1.082
3 C -0.9101 -2.0098 0.6264  C1 1.497, H6 1.119, H10 1.071, H16 1.136
4 C 0.1627 1.4418 -0.0786  C2 1.551, H9 1.010, H12 1.092, H15 1.119
5 H 1.2055 3.2107 0.7650  C2 1.159
6 H -1.5510 -1.2633 0.0937  C3 1.119
7 H 1.2097 -1.8496 -0.0090  C1 1.240
8 H -0.5167 3.4482 0.1436  C2 1.177
9 H -0.4012 1.1066 -0.8462  C4 1.010
10 H -0.4176 -1.4367 1.3851  C3 1.071
11 H 0.1779 -3.3561 -0.5845  C1 1.021
12 H -0.2381 0.9410 0.8046  C4 1.092
13 H 0.0146 -1.9873 -1.4025  C1 1.093
14 H 1.0529 3.0848 -1.0582  C2 1.082
15 H 1.1602 0.9500 -0.1990  C4 1.119
16 H -1.6045 -2.8752 0.8707  C3 1.136

As for the SMILES: CC.CC. As for the energy relative to the best compared isomer or geometry (same formula, charge and spin): 37.2 kcal/mol. The HOMO energy comes out at -11.112 eV. As for the LUMO energy: 1.1 eV.

No. 2
C4H12 | the ωB97M-V functional and the def2-TZVPD basis

Bonds (Å) are listed after each position.
Atoms and positions in Å:
1 C -1.0789 0.0926 -1.3228  C4 1.529, H7 1.093, H8 1.086, H13 1.089
2 C 1.5909 0.1277 2.3446  C3 1.525, H10 1.082, H15 1.090, H16 1.083
3 C 1.1035 -1.0619 1.5238  C2 1.525, H5 1.090, H11 1.093, H14 1.081
4 C -1.5768 0.8608 -2.5474  C1 1.529, H6 1.088, H9 1.086, H12 1.089
5 H 0.0258 -0.9805 1.3817  C3 1.090
6 H -1.0500 0.5078 -3.4313  C4 1.088
7 H -0.0076 0.1975 -1.1359  C1 1.093
8 H -1.5243 0.4267 -0.3904  C1 1.086
9 H -1.3798 1.9262 -2.4663  C4 1.086
10 H 2.6676 0.1340 2.4524  C2 1.082
11 H 1.3393 -1.9753 2.0754  C3 1.093
12 H -2.6432 0.6699 -2.6592  C4 1.089
13 H -1.2459 -0.9755 -1.4576  C1 1.089
14 H 1.5968 -1.1642 0.5672  C3 1.081
15 H 1.1035 0.1520 3.3189  C2 1.090
16 H 1.3594 1.0751 1.8738  C2 1.083

As for the SMILES: CC.CC. As for the energy relative to the best compared isomer or geometry (same formula, charge and spin): 1.6 kcal/mol. The HOMO energy comes out at -11.783 eV. As for the LUMO energy: 1.1 eV.

No. 3
C4H12 | the ωB97M-V functional and the def2-TZVPD basis

Bonds (Å) are listed after each position.
Atoms and positions in Å:
1 C -1.6191 1.2113 -1.8356  C2 1.518, H9 1.095, H10 1.105, H16 1.073
2 C -0.8980 -0.0192 -1.3152  C1 1.518, H7 1.086, H13 1.094, H14 1.096
3 C 0.8666 -1.0555 2.0516  C4 1.515, H6 1.090, H11 1.091, H15 1.094
4 C 1.6124 -0.1680 1.0755  C3 1.515, H5 1.090, H8 1.093, H12 1.099
5 H 1.0901 0.7619 0.8507  C4 1.090
6 H 0.1015 -1.7005 1.6191  C3 1.090
7 H 0.0788 0.3651 -1.0349  C2 1.086
8 H 2.6307 0.0051 1.4341  C4 1.093
9 H -2.6941 1.2839 -1.6406  C1 1.095
10 H -1.5254 1.3114 -2.9319  C1 1.105
11 H 1.5509 -1.7064 2.5976  C3 1.091
12 H 1.7264 -0.6092 0.0754  C4 1.099
13 H -1.3417 -0.4603 -0.4183  C2 1.094
14 H -0.9249 -0.9100 -1.9528  C2 1.096
15 H 0.5334 -0.4288 2.8847  C3 1.094
16 H -1.1875 2.1191 -1.4594  C1 1.073

As for the SMILES: CC.CC. As for the energy relative to the best compared isomer or geometry (same formula, charge and spin): 10.5 kcal/mol. The HOMO energy comes out at -11.525 eV. As for the LUMO energy: 1.2 eV.

No. 4
C4H12 | the ωB97M-V functional and the def2-TZVPD basis

Bonds (Å) are listed after each position.
Atoms and positions in Å:
1 C -0.0119 -1.3645 -1.4568  C3 1.530, H5 1.091, H6 1.087, H8 1.092
2 C -0.3769 2.2875 0.3134  C4 1.549, H7 1.084, H9 1.095, H13 1.082
3 C 0.1287 -2.2266 -0.2005  C1 1.530, H12 1.090, H14 1.083, H15 1.095
4 C 0.2414 1.3456 1.3769  C2 1.549, H10 1.090, H11 1.080, H16 1.086
5 H 0.9248 -0.8329 -1.6311  C1 1.091
6 H -0.2191 -1.9617 -2.3417  C1 1.087
7 H 0.1444 2.1530 -0.6273  C2 1.084
8 H -0.8012 -0.6204 -1.3322  C1 1.092
9 H -0.2471 3.3375 0.5964  C2 1.095
10 H -0.5080 0.7317 1.8771  C4 1.090
11 H 0.8017 1.8854 2.1260  C4 1.080
12 H -0.7589 -2.8309 -0.0154  C3 1.090
13 H -1.4286 2.0761 0.1733  C2 1.082
14 H 0.3544 -1.6133 0.6630  C3 1.083
15 H 0.9129 -2.9677 -0.3861  C3 1.095
16 H 0.8434 0.6013 0.8650  C4 1.086

As for the SMILES: CC.CC. As for the energy relative to the best compared isomer or geometry (same formula, charge and spin): 3.8 kcal/mol. The HOMO energy comes out at -11.813 eV. As for the LUMO energy: 1.2 eV.

No. 5
C4H12 | the ωB97M-V functional and the def2-TZVPD basis

Bonds (Å) are listed after each position.
Atoms and positions in Å:
1 C 0.7955 3.2511 -0.0011  C2 1.533, H8 1.087, H9 1.087, H15 1.095
2 C 1.2876 1.8131 -0.2043  C1 1.533, H11 1.088, H14 1.086, H16 1.090
3 C -0.9484 -2.8474 -0.6213  C4 1.542, H5 1.086, H12 1.086, H13 1.088
4 C -1.1771 -2.2014 0.7600  C3 1.542, H6 1.081, H7 1.092, H10 1.103
5 H -1.8638 -3.0074 -1.1826  C3 1.086
6 H -0.2733 -1.6751 1.0320  C4 1.081
7 H -2.1383 -1.7173 0.9454  C4 1.092
8 H -0.2548 3.3892 -0.2460  C1 1.087
9 H 0.9226 3.6714 0.9936  C1 1.087
10 H -1.3336 -2.9539 1.5511  C4 1.103
11 H 2.3573 1.7403 -0.0202  C2 1.088
12 H -0.4993 -3.8324 -0.5289  C3 1.086
13 H -0.1974 -2.2335 -1.1143  C3 1.088
14 H 1.0807 1.5583 -1.2395  C2 1.086
15 H 1.3616 3.8743 -0.7007  C1 1.095
16 H 0.8807 1.1707 0.5768  C2 1.090

As for the SMILES: CC.CC. As for the energy relative to the best compared isomer or geometry (same formula, charge and spin): 11.2 kcal/mol. The HOMO energy comes out at -11.339 eV. As for the LUMO energy: 1.1 eV.

No. 6
C4H12 | the ωB97M-V functional and the def2-TZVPD basis

Bonds (Å) are listed after each position.
Atoms and positions in Å:
1 C 2.3867 0.4081 1.0608  C3 1.526, H6 1.054, H10 1.103, H16 1.094
2 C -1.4824 0.1913 -1.1365  C4 1.563, H5 1.078, H14 1.087, H15 1.093
3 C 0.8950 0.7304 1.0579  C1 1.526, H8 1.092, H9 1.087, H11 1.091
4 C -1.8513 -1.3228 -1.0145  C2 1.563, H7 1.086, H12 1.088, H13 1.089
5 H -0.4177 0.2300 -1.2976  C2 1.078
6 H 2.7799 0.2371 0.0983  C1 1.054
7 H -2.8983 -1.3968 -1.2919  C4 1.086
8 H 0.4407 0.5878 0.0751  C3 1.092
9 H 0.3749 0.0486 1.7256  C3 1.087
10 H 3.0059 1.2636 1.3783  C1 1.103
11 H 0.7808 1.7177 1.5085  C3 1.091
12 H -1.6792 -1.6392 0.0126  C4 1.088
13 H -1.0381 -1.8428 -1.5180  C4 1.089
14 H -1.7773 0.7413 -0.2460  C2 1.087
15 H -2.0048 0.6540 -1.9781  C2 1.093
16 H 2.7690 -0.3736 1.7230  C1 1.094

As for the SMILES: CC.CC. As for the energy relative to the best compared isomer or geometry (same formula, charge and spin): 18.0 kcal/mol. The HOMO energy comes out at -11.432 eV. As for the LUMO energy: 1.1 eV.

No. 7
C4H12 | the ωB97M-V functional and the def2-TZVPD basis

Bonds (Å) are listed after each position.
Atoms and positions in Å:
1 C -0.8730 1.3922 2.0583  C2 1.448, H10 1.038, H12 1.105, H13 1.144
2 C 0.3853 0.8901 1.5466  C1 1.448, H8 1.109, H9 1.090, H14 1.081
3 C 0.3194 -0.4201 -1.4528  C4 1.501, H5 1.141, H6 1.106, H15 1.094
4 C 0.1566 -1.7290 -2.1689  C3 1.501, H7 1.063, H11 1.140, H16 1.157
5 H -0.2826 -0.2962 -0.4910  C3 1.141
6 H 1.3236 -0.2971 -1.0049  C3 1.106
7 H 0.9878 -2.3570 -2.3799  C4 1.063
8 H 0.2777 -0.2112 1.6263  C2 1.109
9 H 1.3637 1.0973 1.9799  C2 1.090
10 H -0.6822 2.2194 2.6565  C1 1.038
11 H -0.2250 -1.6942 -3.2429  C4 1.140
12 H -1.5750 1.5637 1.2230  C1 1.105
13 H -1.3009 0.5709 2.7299  C1 1.144
14 H 0.4152 1.2084 0.5139  C2 1.081
15 H 0.2143 0.4469 -2.1114  C3 1.094
16 H -0.5048 -2.3841 -1.4826  C4 1.157

As for the SMILES: CC.CC. As for the energy relative to the best compared isomer or geometry (same formula, charge and spin): 29.5 kcal/mol. The HOMO energy comes out at -11.114 eV. As for the LUMO energy: 1.1 eV.

No. 8
C4H12 | the ωB97M-V functional and the def2-TZVPD basis

Bonds (Å) are listed after each position.
Atoms and positions in Å:
1 C 2.0811 -0.4113 -0.6142  C3 1.528, H10 1.094, H14 1.087, H16 1.090
2 C -1.6848 0.4958 0.6624  C4 1.542, H5 1.078, H9 1.086, H12 1.085
3 C 1.5765 0.6977 -1.5364  C1 1.528, H6 1.092, H13 1.082, H15 1.093
4 C -1.9680 -0.7710 1.4950  C2 1.542, H7 1.087, H8 1.092, H11 1.086
5 H -0.6735 0.5662 0.2960  C2 1.078
6 H 1.3907 0.3293 -2.5477  C3 1.092
7 H -2.5431 -0.5415 2.3889  C4 1.087
8 H -1.0418 -1.2575 1.8077  C4 1.092
9 H -1.8992 1.3568 1.2885  C2 1.086
10 H 1.3813 -1.2499 -0.6819  C1 1.094
11 H -2.5318 -1.5154 0.9413  C4 1.086
12 H -2.4478 0.5733 -0.1049  C2 1.085
13 H 2.1638 1.6058 -1.5018  C3 1.082
14 H 2.0922 -0.1327 0.4362  C1 1.087
15 H 0.5745 0.9486 -1.1796  C3 1.093
16 H 3.0425 -0.7987 -0.9502  C1 1.090

As for the SMILES: CC.CC. As for the energy relative to the best compared isomer or geometry (same formula, charge and spin): 5.9 kcal/mol. The HOMO energy comes out at -11.671 eV. As for the LUMO energy: 1.2 eV.

No. 9
C4H12 | the ωB97M-V functional and the def2-TZVPD basis

Bonds (Å) are listed after each position.
Atoms and positions in Å:
1 C 0.5606 -1.7005 -0.6627  C2 1.541, H6 1.094, H8 1.087, H12 1.095
2 C 1.3670 -1.6546 0.6493  C1 1.541, H5 1.087, H9 1.091, H16 1.097
3 C -1.1947 1.8734 -0.7238  C4 1.538, H10 1.088, H11 1.098, H14 1.086
4 C -0.7064 1.4895 0.6836  C3 1.538, H7 1.090, H13 1.092, H15 1.080
5 H 2.4131 -1.8535 0.4286  C2 1.087
6 H -0.4619 -1.3582 -0.4763  C1 1.094
7 H -1.3975 0.9108 1.2960  C4 1.090
8 H 1.0133 -1.0807 -1.4328  C1 1.087
9 H 0.8610 -2.2748 1.3907  C2 1.091
10 H -2.2031 1.4901 -0.8640  C3 1.088
11 H -0.6787 1.3420 -1.5337  C3 1.098
12 H 0.4267 -2.7705 -0.8505  C1 1.095
13 H -0.4487 2.4099 1.2113  C4 1.092
14 H -1.0605 2.9446 -0.8407  C3 1.086
15 H 0.1982 0.9064 0.5877  C4 1.080
16 H 1.3116 -0.6739 1.1372  C2 1.097

As for the SMILES: CC.CC. As for the energy relative to the best compared isomer or geometry (same formula, charge and spin): 10.6 kcal/mol. The HOMO energy comes out at -11.359 eV. As for the LUMO energy: 1.2 eV.

No. 10
C4H12 | the ωB97M-V functional and the def2-TZVPD basis

Bonds (Å) are listed after each position.
Atoms and positions in Å:
1 C 1.0854 -1.1684 1.8932  C3 1.519, H6 1.099, H11 1.087, H16 1.092
2 C -1.3518 0.1920 -1.6789  C4 1.534, H10 1.099, H12 1.091, H13 1.081
3 C 1.2513 0.0507 2.7844  C1 1.519, H7 1.088, H8 1.080, H15 1.089
4 C -0.9599 0.8916 -2.9866  C2 1.534, H5 1.084, H9 1.080, H14 1.097
5 H -0.2975 1.7259 -2.7852  C4 1.084
6 H 0.7305 -0.9738 0.8715  C1 1.099
7 H 0.2693 0.4105 3.0826  C3 1.088
8 H 1.8647 -0.1786 3.6426  C3 1.080
9 H -0.4994 0.2028 -3.6796  C4 1.080
10 H -2.0710 0.8107 -1.1239  C2 1.099
11 H 0.3998 -1.9120 2.2914  C1 1.087
12 H -1.8407 -0.7648 -1.8689  C2 1.091
13 H -0.5291 0.0567 -0.9903  C2 1.081
14 H -1.8552 1.3399 -3.4353  C4 1.097
15 H 1.6858 0.8746 2.2197  C3 1.089
16 H 2.0050 -1.7266 1.7081  C1 1.092

As for the SMILES: CC.CC. As for the energy relative to the best compared isomer or geometry (same formula, charge and spin): 3.3 kcal/mol. The HOMO energy comes out at -11.792 eV. As for the LUMO energy: 1.1 eV.